(P)
Molecular formula: CH3O4P
Method: DFT, ωB97M-V with the def2-TZVPD basis set

Last column: Löwdin charge in e.
Element x y z (Å)
C: -1.24 -0.15 -0.09  -0.108
O: 1.03 -1.52 0.85  -0.242
O: 1.70 1.83 0.16  0.207
O: 1.29 -0.17 -1.39  -0.287
O: 0.91 1.05 0.77  -0.089
P: 0.69 -0.49 -0.10  0.329
H: -1.12 -0.30 1.02  0.041
H: -1.58 0.82 -0.52  0.046
H: -1.70 -1.08 -0.71  0.103

Properties
* multiplicity: 3
* LUMO energy (alpha / beta): 0.602 / -4.482 eV
* HOMO-LUMO gap (alpha / beta): 11.351 / 6.121 eV
* expectation value of S²: 2.010
* HOMO (alpha / beta): -10.749 / -10.603 eV

(Q)
Molecular formula: CH3O4P
Method: DFT, ωB97M-V with the def2-TZVPD basis set

Last column: Löwdin charge in e.
Element x y z (Å)
C: -0.98 0.05 0.02  -0.443
O: 1.63 -0.95 0.74  -0.290
O: -0.38 -0.04 -1.08  0.030
O: -2.20 -0.53 0.19  0.043
O: 1.41 1.46 0.05  -0.213
P: 1.57 0.06 -0.32  0.547
H: -0.52 0.41 0.99  0.144
H: 2.13 -0.14 -1.61  0.064
H: -2.65 -0.32 1.02  0.117

Properties
* multiplicity: 3
* LUMO energy (alpha / beta): 0.658 / -5.061 eV
* HOMO-LUMO gap (alpha / beta): 7.252 / 6.460 eV
* expectation value of S²: 2.017
* HOMO (alpha / beta): -6.594 / -11.521 eV

Least stable = (P)

(P)
Molecular formula: CHNO3
Method: DFT, ωB97M-V with the def2-TZVPD basis set

Last column: Löwdin charge in e.
Element x y z (Å)
C: 0.90 0.41 -0.30  -0.002
N: -0.96 -0.32 0.16  -0.358
O: 0.99 1.56 -0.46  0.131
O: -1.25 0.01 1.23  0.084
O: -1.34 -1.26 -0.54  0.007
H: 1.65 -0.40 -0.09  0.139

Properties
* multiplicity: 1
* LUMO energy (alpha / beta): -0.534 / -0.534 eV
* HOMO-LUMO gap (alpha / beta): 8.918 / 8.919 eV
* HOMO (alpha / beta): -9.452 / -9.452 eV

(Q)
Molecular formula: CHNO3
Method: DFT, ωB97M-V with the def2-TZVPD basis set

Last column: Löwdin charge in e.
Element x y z (Å)
C: -0.40 0.02 0.08  -0.094
N: 0.57 0.56 0.52  0.091
O: -2.60 -0.32 -0.56  -0.136
O: -1.55 -0.37 0.28  -0.003
O: 1.85 0.43 0.12  0.012
H: 2.13 -0.32 -0.44  0.130

Properties
* multiplicity: 1
* LUMO energy (alpha / beta): -1.542 / -1.542 eV
* HOMO-LUMO gap (alpha / beta): 7.970 / 7.975 eV
* HOMO (alpha / beta): -9.512 / -9.517 eV

(R)
Molecular formula: CHNO3
Method: DFT, ωB97M-V with the def2-TZVPD basis set

Last column: Löwdin charge in e.
Element x y z (Å)
C: -0.78 1.05 -0.96  -0.511
N: 0.84 -0.06 0.81  0.088
O: -0.51 0.26 -1.75  0.191
O: -1.11 1.73 -0.11  0.204
O: 0.36 -1.27 0.92  -0.059
H: 1.20 -1.71 1.10  0.087

Properties
* multiplicity: 1
* LUMO energy (alpha / beta): -0.282 / -0.212 eV
* HOMO-LUMO gap (alpha / beta): 9.467 / 9.470 eV
* HOMO (alpha / beta): -9.750 / -9.683 eV

Least stable = (Q)

(P)
Molecular formula: C2H3ClOS
Method: DFT, ωB97M-V with the def2-TZVPD basis set

Last column: Löwdin charge in e.
Element x y z (Å)
O: 0.03 1.68 -0.04  0.021
C: 0.26 0.52 -0.03  -0.851
S: 1.91 -0.20 -0.07  0.808
C: -0.83 -0.58 0.00  -0.585
Cl: -2.48 0.11 -0.06  0.573
H: 2.59 0.91 0.17  -0.130
H: -0.71 -1.21 -0.88  0.067
H: -0.76 -1.24 0.91  0.097

Properties
* multiplicity: 1
* LUMO energy: 0.590 eV
* HOMO-LUMO gap: 10.986 eV
* SMILES string: O=C(S)CCl
* HOMO: -10.396 eV

(Q)
Molecular formula: C2H3ClOS
Method: DFT, ωB97M-V with the def2-TZVPD basis set

Last column: Löwdin charge in e.
Element x y z (Å)
O: 0.23 1.52 0.02  -0.001
C: 0.60 0.24 0.05  -0.927
S: 2.15 -0.33 -0.04  0.710
C: -0.49 -0.78 0.09  -0.649
Cl: -2.08 -0.15 -0.05  0.674
H: -0.73 1.59 0.05  0.043
H: -0.31 -1.47 -0.69  0.061
H: -0.42 -1.31 1.04  0.089

Properties
* multiplicity: 1
* LUMO energy: 0.209 eV
* HOMO-LUMO gap: 9.275 eV
* SMILES string: OC(=S)CCl
* HOMO: -9.067 eV

(R)
Molecular formula: C2H3ClOS
Method: DFT, ωB97M-V with the def2-TZVPD basis set

Last column: Löwdin charge in e.
Element x y z (Å)
C: 1.56 0.11 -0.30  -0.021
C: 0.53 0.03 0.45  -0.111
O: -0.85 0.43 -0.47  -0.659
S: -2.25 0.52 0.28  0.433
Cl: -3.36 -1.18 0.00  0.053
H: 2.64 -0.06 -0.18  0.083
H: 1.25 0.29 -1.36  0.092
H: 0.48 -0.14 1.59  0.131

Properties
* multiplicity: 1
* LUMO energy: 0.402 eV
* HOMO-LUMO gap: 9.120 eV
* SMILES string: C=COSCl
* HOMO: -8.718 eV

Least stable = (R)

(P)
Molecular formula: C3H12N3O
Method: DFT, ωB97M-V with the def2-TZVPD basis set

Last column: Löwdin charge in e.
Element x y z (Å)
C: 0.36 -1.64 0.07  0.017
C: 1.15 0.86 0.69  -0.116
C: 1.36 -0.48 0.06  -0.207
N: 2.35 -0.47 -0.76  0.250
N: -2.34 -0.34 0.01  -0.087
N: -2.65 1.06 -0.18  -0.004
O: 2.10 1.80 0.06  -0.108
H: 0.47 -2.24 0.89  0.062
H: -0.73 -1.14 0.23  0.103
H: 0.44 -2.22 -0.77  0.061
H: 1.24 0.88 1.81  0.162
H: 0.12 1.30 0.35  0.163
H: -2.74 -0.93 -0.64  0.048
H: 2.87 0.43 -0.82  0.150
H: -2.76 -0.65 0.92  0.123
H: -2.52 1.15 -1.15  0.059
H: 2.71 -1.26 -1.26  0.158
H: -3.56 1.22 -0.04  0.019
H: 2.13 2.68 0.54  0.148

Properties
* multiplicity: 1
* LUMO energy: -3.834 eV
* HOMO-LUMO gap: 8.929 eV
* total charge: +1
* HOMO: -12.763 eV

(Q)
Molecular formula: C3H12N3O
Method: DFT, ωB97M-V with the def2-TZVPD basis set

Last column: Löwdin charge in e.
Element x y z (Å)
C: 0.24 -1.48 -1.51  0.023
C: -0.75 -2.33 -1.24  0.021
N: -2.79 -0.15 0.27  0.294
C: -2.02 0.89 -0.01  -0.520
N: -2.48 1.98 -0.67  0.168
N: -0.74 0.91 0.38  0.363
H: 0.23 -0.47 -1.09  0.035
H: 1.10 -1.79 -2.10  0.081
H: 12.15 3.97 1.31  0.001
H: -1.57 -2.02 -0.62  0.009
H: -0.76 -3.33 -1.67  0.088
H: -3.78 0.12 0.21  0.127
H: -1.79 2.68 -0.88  0.126
H: -3.20 1.83 -1.38  0.133
H: -0.53 0.16 1.08  0.092
H: 11.52 3.87 1.71  -0.001
H: -1.58 -1.98 2.79  0.064
H: -1.98 -1.16 1.51  -0.045
O: -1.30 -1.71 1.91  -0.059

Properties
* multiplicity: 1
* LUMO energy: -9.777 eV
* HOMO-LUMO gap: 4.604 eV
* total charge: +1
* HOMO: -14.381 eV

Least stable = (Q)

(P)
Molecular formula: C2H2N2OS
Method: DFT, ωB97M-V with the def2-TZVPD basis set

Last column: Löwdin charge in e.
Element x y z (Å)
O: -3.66 -2.53 0.90  0.059
N: -3.37 -1.55 0.31  -0.149
N: -3.61 -0.45 0.04  -0.532
S: -3.37 1.01 -0.33  0.657
C: 0.14 0.45 -0.88  -0.027
C: -0.01 0.97 0.22  -0.049
H: 0.14 0.15 -1.90  0.015
H: -0.14 1.33 1.23  0.027

Properties
* multiplicity: 1
* LUMO energy (alpha / beta): -0.725 / -0.726 eV
* HOMO-LUMO gap (alpha / beta): 8.224 / 8.223 eV
* SMILES string: O=NN=S.C#C
* HOMO (alpha / beta): -8.948 / -8.948 eV

(Q)
Molecular formula: C2H2N2OS
Method: DFT, ωB97M-V with the def2-TZVPD basis set

Last column: Löwdin charge in e.
Element x y z (Å)
C: 0.13 -0.99 0.07  0.022
C: 2.22 -0.50 0.01  -0.722
N: -0.39 0.12 0.12  -0.155
N: 0.23 1.22 0.21  -0.264
O: 2.99 -1.39 0.04  0.000
S: 2.14 1.14 -0.03  0.968
H: -0.26 -1.97 0.15  0.066
H: -0.18 2.05 -0.19  0.085

Properties
* multiplicity: 1
* LUMO energy: 0.238 eV
* HOMO-LUMO gap: 8.828 eV
* HOMO: -8.590 eV

Least stable = (P)

(P)
Molecular formula: C2H2N2OS
Method: DFT, ωB97M-V with the def2-TZVPD basis set

Last column: Löwdin charge in e.
Element x y z (Å)
C: 1.46 0.54 -0.44  -0.350
C: 0.23 -1.47 -0.01  0.056
N: 2.16 1.43 -0.70  0.192
N: 1.13 -0.66 -0.14  0.017
O: -1.34 1.26 0.36  -0.639
S: -1.85 0.18 -0.81  0.574
H: 0.17 -2.42 0.55  0.087
H: -1.95 1.14 1.18  0.063

Properties
* multiplicity: 1
* LUMO energy: -1.770 eV
* HOMO-LUMO gap: 6.720 eV
* HOMO: -8.489 eV

(Q)
Molecular formula: C2H2N2OS
Method: DFT, ωB97M-V with the def2-TZVPD basis set

Last column: Löwdin charge in e.
Element x y z (Å)
S: -2.61 -0.10 -0.03  0.582
C: -0.93 -0.02 -0.25  -0.913
N: -0.14 -1.15 -0.31  0.051
C: 1.09 -0.80 0.03  -0.065
O: 1.11 0.59 0.00  -0.125
N: -0.12 1.15 -0.39  0.045
H: 1.95 -1.45 0.23  0.150
H: -0.35 1.77 0.70  0.275

Properties
* multiplicity: 1
* LUMO energy: -0.881 eV
* HOMO-LUMO gap: 7.938 eV
* SMILES string: S=c1nco[nH]1
* HOMO: -8.819 eV

Least stable = (P)

(P)
Molecular formula: C3H3NOS2
Method: DFT, ωB97M-V with the def2-TZVPD basis set

Last column: Löwdin charge in e.
Element x y z (Å)
S: -2.48 0.77 0.56  0.804
C: -1.19 0.00 0.00  -0.930
O: -1.26 -0.91 -0.98  -0.066
N: -0.13 -1.69 -0.96  0.104
C: 0.72 -1.06 -0.20  -0.227
C: 0.11 0.12 0.35  -0.615
S: 1.54 1.38 -0.16  0.690
H: 1.77 -1.60 -0.12  0.174
H: 0.17 0.36 1.41  0.107
H: 0.75 2.63 0.10  -0.041

Properties
* multiplicity: 1
* LUMO energy: -1.336 eV
* HOMO-LUMO gap: 8.064 eV
* SMILES string: S=C1ON=C[C@H]1S
* HOMO: -9.400 eV

(Q)
Molecular formula: C3H3NOS2
Method: DFT, ωB97M-V with the def2-TZVPD basis set

Last column: Löwdin charge in e.
Element x y z (Å)
C: 0.20 -0.23 1.03  -0.212
C: 0.78 0.87 0.27  -0.522
C: -0.30 -1.31 0.56  -0.765
N: -1.21 0.26 -1.18  -0.341
O: 1.42 0.48 -0.90  -0.293
S: -0.94 -2.66 0.41  0.842
S: -0.02 1.25 -1.24  1.008
H: 0.48 -0.08 2.10  0.137
H: 1.22 1.53 1.00  0.116
H: -1.63 -0.11 -2.05  0.030

Properties
* multiplicity: 1
* LUMO energy: -0.137 eV
* HOMO-LUMO gap: 8.249 eV
* HOMO: -8.385 eV

Least stable = (Q)

(P)
Molecular formula: C4H5Cl
Method: DFT, ωB97M-V with the def2-TZVPD basis set

Last column: Löwdin charge in e.
Element x y z (Å)
C: 1.27 0.61 1.68  -0.087
C: 1.77 -0.42 1.06  -0.639
Cl: 2.04 -0.42 -0.70  0.574
H: 0.91 1.38 0.97  0.067
H: 1.38 0.84 2.80  0.100
H: 2.26 -1.23 1.56  0.054
C: -1.50 -1.09 -0.60  -0.007
C: -0.56 -1.66 -0.20  -0.096
H: -2.23 -0.48 -1.18  0.052
H: 0.15 -2.10 0.38  -0.019

Properties
* multiplicity: 1
* LUMO energy: 1.054 eV
* HOMO-LUMO gap: 10.883 eV
* SMILES string: C=CCl.C#C
* HOMO: -9.829 eV

(Q)
Molecular formula: C4H5Cl
Method: DFT, ωB97M-V with the def2-TZVPD basis set

Last column: Löwdin charge in e.
Element x y z (Å)
C: -0.66 1.32 0.13  0.051
C: 0.19 -1.09 -0.36  -0.348
C: -0.60 -0.01 0.22  -0.303
C: 1.24 -0.62 0.58  -0.472
Cl: 2.29 0.35 -0.30  0.623
H: -0.07 1.89 -0.54  0.050
H: -1.39 1.70 0.84  0.077
H: -0.18 -1.97 0.03  0.074
H: 0.43 -1.06 -1.51  0.142
H: -1.26 -0.51 0.91  0.107

Properties
* multiplicity: 1
* LUMO energy: -0.355 eV
* HOMO-LUMO gap: 8.375 eV
* HOMO: -8.730 eV

Least stable = (Q)